Record 1
A structure of composition C23H15ClIN6OSc at a distorted geometry, computed with ωB97M-V/def2-TZVPD.

Results
Charge   +2
LUMO level   -0.2767 Eh
Gap between HOMO and LUMO   5.59 eV
Calculated total energy   -76393.656 eV

Each line ends with the natural charge from an NBO analysis.
Geometry (Å):
I  16.2353  13.2987  2.9100  0.257
Sc  10.9588  12.3063  3.5351  2.075
Cl  16.2876  7.9594  4.0957  0.089
O  12.9289  12.5227  3.0623  -0.844
N  12.8991  16.5802  3.2219  -0.487
N  11.6162  14.7090  3.5563  -0.637
N  9.3790  13.7605  3.9596  -0.403
N  8.9065  11.1163  3.4205  -0.591
N  11.7541  10.4318  4.2977  -0.652
N  9.3554  15.0895  4.0058  -0.346
C  13.7430  11.5900  3.5176  0.339
C  11.1852  9.2129  4.4714  0.104
C  8.5446  9.8529  3.1045  0.084
C  6.2069  10.2177  3.3961  -0.072
C  15.9511  10.5109  3.7029  -0.201
C  10.9249  19.7166  3.3741  -0.133
C  12.0557  18.9342  3.2754  -0.225
C  9.6344  19.2269  3.7136  -0.184
C  7.8271  11.9640  3.7709  0.105
C  9.5185  17.8789  3.9982  -0.130
C  11.9102  17.5161  3.4366  0.172
C  10.5642  15.5614  3.8261  0.428
C  10.6423  17.0025  3.7711  -0.126
C  13.1090  10.3826  4.0598  0.133
C  7.2885  9.3087  3.3143  -0.226
C  8.1614  13.2656  4.0574  0.108
C  12.7730  15.2879  3.3226  0.374
C  15.3399  9.3457  4.0057  -0.050
C  15.1625  11.6667  3.4526  -0.261
C  6.4911  11.5322  3.8318  -0.183
C  13.2162  8.0105  4.0964  -0.016
C  13.9417  9.2576  4.1116  -0.111
C  11.8108  8.0017  4.2132  -0.290
H  10.8801  20.7993  3.1505  0.250
H  13.0166  19.3775  3.2028  0.238
H  9.3182  9.2146  2.6616  0.226
H  7.1191  8.2364  3.3433  0.263
H  16.9830  10.4718  3.6117  0.251
H  8.6052  17.4293  4.3428  0.246
H  7.3806  14.0256  4.2043  0.240
H  13.8146  7.1202  4.0307  0.257
H  11.1874  7.1103  4.1696  0.259
H  5.7553  12.2421  4.1283  0.256
H  13.8198  16.9955  3.0501  0.442
H  5.1855  9.8684  3.2543  0.260
H  13.6431  14.6737  3.3569  0.247
H  8.8239  19.8966  3.8733  0.245
H  10.1647  9.1677  4.8490  0.218

=====

Record 2
A cluster of 2 separate species, C4H12 in total at a distorted geometry, computed with ωB97M-V/def2-TZVPD.

Results
LUMO level   0.0412 Eh
SMILES   CC.CC
Gap between HOMO and LUMO   12.02 eV
Energy above the lowest of the compared OMol25 structures with the same formula, charge and spin   81.2 kJ/mol
Calculated total energy   -4341.687 eV

Each line ends with the natural charge from an NBO analysis.
Geometry (Å):
C  0.1618  1.3539  1.3458  -0.620
C  -1.0583  -0.7593  -0.8473  -0.617
C  1.6845  1.1613  1.4246  -0.616
C  -0.7261  -1.7487  -1.9297  -0.623
H  0.2568  -1.5965  -2.3870  0.210
H  2.0647  1.1456  2.4486  0.208
H  -0.3023  1.7432  2.2519  0.207
H  1.8840  0.1822  0.9627  0.206
H  -0.9554  0.2586  -1.2210  0.206
H  -1.4213  -1.5976  -2.7827  0.201
H  -0.4823  0.4787  1.3558  0.204
H  -1.0909  -2.7566  -1.7407  0.212
H  2.1992  1.9574  0.8795  0.209
H  -1.9955  -1.0442  -0.3497  0.207
H  -0.4331  -0.7430  0.0380  0.203
H  -0.1143  1.9184  0.4630  0.205

=====

Record 3
A cluster of 2 separate species, C3H8NO3 in total at a distorted geometry, computed with ωB97M-V/def2-TZVPD.

Results
Charge   -1
LUMO level   0.1530 Eh
Gap between HOMO and LUMO   8.69 eV
Energy above the lowest of the compared OMol25 structures with the same formula, charge and spin   49.1 kJ/mol
Calculated total energy   -10875.278 eV

Each line ends with the natural charge from an NBO analysis.
Geometry (Å):
O  1.0908  -0.9106  0.2727  -0.814
O  1.5399  -0.6905  3.0306  -0.973
O  2.1713  1.0140  -0.0837  -0.781
N  -1.4499  -1.1268  -1.0224  -0.864
C  -0.0371  0.9598  -0.8303  -0.538
C  1.1760  0.2550  -0.2017  0.752
C  -1.4143  0.2966  -0.6682  -0.212
H  -1.0852  -1.2295  -1.9687  0.325
H  -1.6695  0.3496  0.3978  0.174
H  -0.1317  1.9208  -0.3173  0.208
H  0.7026  -1.0605  2.7556  0.466
H  -2.1729  0.8280  -1.2323  0.164
H  0.2202  1.1580  -1.8778  0.195
H  1.7642  -0.1790  2.2363  0.501
H  -0.7043  -1.5848  -0.4904  0.396

=====

Record 4
An isolated molecule of CBrCl2NO2 at a distorted geometry, computed with ωB97M-V/def2-TZVPD.

Results
LUMO level   -0.0492 Eh
SMILES   O=[N+]([O-])C(Cl)(Cl)Br
Gap between HOMO and LUMO   9.81 eV
Energy above the lowest of the compared OMol25 structures with the same formula, charge and spin   25.2 kJ/mol
Calculated total energy   -101705.423 eV

Each line ends with the natural charge from an NBO analysis.
Geometry (Å):
Br  2.0347  0.7251  -0.2322  0.050
Cl  0.3041  -1.7958  -1.0907  0.116
Cl  0.1953  -1.0195  1.8085  0.093
O  -0.7710  1.4416  0.6943  -0.330
O  -1.3551  0.5531  -1.1461  -0.324
N  -0.7363  0.6006  -0.1368  0.488
C  0.3284  -0.5052  0.1030  -0.092

=====

Record 5
A structure of composition C21H56N3O4Si4TeY at a distorted geometry, computed with ωB97M-V/def2-TZVPD.

Results
Charge   +2
LUMO level   -0.1694 Eh
Gap between HOMO and LUMO   7.67 eV
Energy above the lowest of the compared OMol25 structures with the same formula, charge and spin   50.8 kJ/mol
Calculated total energy   -75186.194 eV

Each line ends with the Löwdin charge.
Geometry (Å):
Te  0.3294  2.6314  -1.8913  0.428
Y  0.4687  0.4753  -0.0650  1.176
Si  1.0258  5.4569  -4.1497  0.306
Si  4.1293  4.0922  -2.3899  0.338
Si  1.8688  4.6516  -2.0818  0.107
Si  1.4135  6.0848  -0.2859  0.320
O  0.7702  -1.6299  1.4253  -0.229
O  0.1561  -1.8858  -1.1750  -0.270
O  -1.4312  0.0249  1.6610  -0.269
O  -1.9449  -0.4297  -0.8241  -0.241
N  2.4069  -0.4175  -1.4413  -0.043
N  0.3606  2.0751  1.8893  -0.043
N  2.7118  0.7288  1.1175  -0.125
C  -0.0176  -1.5776  2.6243  -0.127
C  2.1896  7.7310  -0.7130  -0.200
C  -0.0585  -3.0432  -0.3724  -0.135
C  1.5554  2.0997  2.7587  -0.210
C  2.1651  5.4750  1.3318  -0.200
C  4.8295  5.4277  -3.4989  -0.211
C  2.7676  2.0014  1.8671  -0.202
C  -2.1002  -1.3966  -1.8615  -0.144
C  4.2654  2.4180  -3.2481  -0.207
C  -0.7013  -1.7385  -2.3157  -0.131
C  1.5100  4.1878  -5.4404  -0.217
C  -2.6973  0.5141  1.1982  -0.127
C  -0.8353  5.6009  -4.0404  -0.221
C  -3.1253  -0.2314  -0.0496  -0.141
C  3.6667  -0.5871  -0.6942  -0.207
C  -0.4369  6.2414  -0.0602  -0.216
C  0.8863  -2.9208  0.8020  -0.118
C  5.1461  4.1174  -0.8090  -0.211
C  3.8440  0.6329  0.1757  -0.198
C  -1.4567  -1.2461  2.3119  -0.132
C  1.7163  7.1312  -4.6182  -0.199
H  4.5285  -0.7258  -1.3518  0.131
H  5.9205  5.3724  -3.4697  0.045
H  3.1623  5.0533  1.2092  0.012
H  2.5349  0.2846  -2.1704  0.047
H  5.3020  5.1486  -0.4887  0.039
H  2.1532  -1.2801  -1.9082  0.092
H  4.4881  1.6057  -2.5537  0.000
H  2.5919  4.1497  -5.5764  0.021
H  -3.8644  0.3581  -0.5992  0.153
H  -1.1022  -3.1083  -0.0565  0.125
H  -1.9179  -1.9971  1.6658  0.130
H  1.0682  4.4524  -6.4029  0.041
H  -3.4479  0.4267  1.9876  0.150
H  3.6996  2.1045  2.4309  0.144
H  -1.2081  6.0058  -4.9842  0.042
H  1.5969  2.9926  3.3859  0.126
H  1.9766  8.4550  0.0763  0.043
H  -3.5696  -1.2056  0.1785  0.137
H  0.2542  2.9861  1.4413  0.057
H  2.7412  2.8085  1.1290  0.090
H  -2.6316  -2.2647  -1.4578  0.135
H  3.8119  1.5303  -0.4452  0.088
H  0.6908  -3.7066  1.5343  0.146
H  1.4701  7.3116  -5.6674  0.044
H  1.5067  1.2413  3.4341  0.114
H  -1.3244  4.6424  -3.8718  0.002
H  0.4162  -0.7879  3.2396  0.126
H  6.1316  3.6926  -1.0176  0.044
H  -2.0371  -1.1846  3.2382  0.155
H  3.5854  -1.4863  -0.0782  0.112
H  1.1622  3.1882  -5.1764  0.011
H  0.0664  -2.5133  3.1803  0.147
H  2.7966  7.2124  -4.5150  0.014
H  1.5285  4.7359  1.8268  -0.001
H  -2.5435  1.5738  0.9866  0.137
H  -0.6594  6.7657  0.8715  0.040
H  0.1840  -3.9461  -0.9423  0.155
H  -0.6873  -2.6375  -2.9371  0.152
H  3.3593  2.1669  -3.8007  0.012
H  1.2573  7.9327  -4.0387  0.028
H  -0.4741  1.9310  2.4473  0.093
H  -2.6861  -1.0013  -2.6960  0.154
H  2.2494  6.3206  2.0180  0.048
H  -0.2713  -0.9162  -2.8942  0.128
H  2.7873  -0.0405  1.7817  0.124
H  5.0888  2.4477  -3.9651  0.045
H  1.8067  8.1339  -1.6499  0.022
H  1.9214  -3.0181  0.4736  0.131
H  -0.9209  5.2631  -0.0337  0.002
H  4.5145  5.3038  -4.5352  0.030
H  -1.1401  6.2836  -3.2471  0.020
H  3.2745  7.6529  -0.8020  0.033
H  -0.8926  6.8056  -0.8737  0.027
H  4.5424  6.4295  -3.1789  0.027
H  4.7208  3.5770  0.0348  -0.010
H  4.8067  0.6321  0.6956  0.144

=====

What is the calculated total energy in the fifth record?
-75186.194 eV

=====

Which value of LUMO level does entry 4 give?
-0.0492 Eh

=====

Among the records above, which one has the lowest LUMO level?
C23H15ClIN6OSc